85
Properties=species:S:1:pos:R:3:forces:R:3 method="wB97M-V/def2-TZVPD" gap_ha=0.2702 charge=-1 e_tot_ev=-222805.39399 multiplicity=1 lumo_ev=2.462
Sn -0.697 0.735 0.429 0.51 -0.01 -0.19
Cl 5.309 0.367 -4.249 0.00 0.02 -0.01
C 4.085 0.696 -3.042 -0.01 0.03 0.06
C 4.435 0.716 -1.691 -0.02 0.03 -0.06
C 3.481 1.002 -0.744 -0.03 -0.06 0.01
C 2.132 1.269 -1.089 0.01 -0.14 0.06
O 1.276 1.578 -0.167 -0.06 0.00 0.10
C 1.800 1.210 -2.467 0.04 0.12 -0.10
C 0.456 1.438 -2.960 -0.09 -0.14 0.03
N -0.585 1.537 -2.232 -0.04 -0.23 0.07
C -1.852 1.541 -2.831 0.03 0.09 -0.03
C -2.231 0.631 -3.784 0.04 0.01 -0.02
C -3.550 0.623 -4.288 -0.03 0.02 0.03
C -4.481 1.502 -3.817 0.02 -0.02 0.01
C -4.131 2.428 -2.804 -0.03 -0.01 0.00
C -5.056 3.320 -2.219 0.00 -0.02 -0.01
C -4.650 4.144 -1.213 0.00 0.01 0.02
C -3.302 4.096 -0.799 -0.04 -0.07 -0.03
N -2.411 3.310 -1.339 0.05 0.03 0.06
C -2.812 2.458 -2.313 -0.02 0.01 -0.01
C 2.789 0.936 -3.422 0.01 0.05 0.00
H 5.454 0.498 -1.399 0.00 -0.01 0.00
H 3.731 0.999 0.309 0.00 0.00 0.01
H 0.359 1.492 -4.053 -0.01 -0.03 -0.01
H -1.523 -0.121 -4.108 0.02 0.00 0.00
H -3.823 -0.112 -5.033 0.00 0.00 0.00
H -5.502 1.480 -4.179 0.00 -0.01 0.01
H -6.085 3.315 -2.560 0.01 0.00 0.00
H -5.338 4.817 -0.720 0.00 0.00 0.00
H -2.955 4.720 0.018 0.00 0.02 0.03
H 2.519 0.912 -4.471 0.01 0.00 0.00
O -0.538 3.456 0.775 0.08 -0.05 0.21
C 0.561 4.204 1.285 -0.11 -0.07 -0.14
C 0.725 3.854 2.751 -0.04 0.02 0.03
C 1.498 2.543 3.004 0.00 -0.01 -0.03
C 0.681 1.534 3.752 -0.02 -0.10 0.00
C 0.978 1.135 5.049 0.00 0.04 0.00
C 0.165 0.202 5.672 -0.02 0.00 0.01
C -0.923 -0.308 4.985 0.01 0.00 0.01
C -1.147 0.130 3.689 -0.02 0.02 -0.01
N -0.365 1.028 3.093 -0.01 0.01 0.02
H -0.550 3.475 -0.194 -0.19 0.11 -0.09
H 0.345 5.274 1.179 0.02 0.01 -0.01
H 1.467 3.969 0.719 0.05 0.02 0.03
H -0.285 3.772 3.161 0.01 0.04 0.03
H 1.211 4.683 3.270 0.04 0.00 -0.03
H 2.422 2.743 3.550 0.00 -0.01 0.01
H 1.773 2.091 2.047 0.02 0.03 -0.02
H 1.840 1.552 5.554 0.00 -0.01 0.00
H 0.383 -0.126 6.681 0.00 0.00 0.00
H -1.578 -1.046 5.427 -0.01 0.01 0.00
H -1.963 -0.263 3.088 -0.01 0.00 0.00
Se 1.504 -1.233 1.645 -0.16 0.04 0.12
P 1.188 -2.514 -0.049 0.11 -0.06 0.02
Se -0.386 -1.927 -1.369 -0.07 0.12 -0.11
C 2.778 -2.693 -0.937 -0.01 0.09 -0.05
C 2.860 -2.509 -2.309 -0.01 -0.02 0.00
C 4.086 -2.616 -2.956 -0.02 -0.05 0.00
C 5.230 -2.904 -2.232 0.00 -0.02 -0.01
C 5.151 -3.091 -0.856 0.00 0.01 0.00
C 3.932 -2.982 -0.210 -0.01 -0.03 0.02
C 0.874 -4.230 0.505 -0.02 0.00 -0.02
C 0.531 -4.518 1.818 0.02 0.02 0.01
C 0.232 -5.824 2.189 0.01 0.00 0.01
C 0.283 -6.844 1.252 0.00 0.00 -0.01
C 0.631 -6.558 -0.063 0.00 -0.01 0.00
C 0.919 -5.257 -0.436 0.02 0.01 -0.01
H 1.959 -2.264 -2.859 0.01 0.01 0.00
H 4.145 -2.452 -4.024 0.01 0.00 0.00
H 6.187 -2.972 -2.735 0.00 0.00 0.00
H 6.045 -3.311 -0.285 0.00 0.00 0.00
H 3.868 -3.101 0.865 0.01 0.01 0.00
H 0.499 -3.712 2.541 -0.01 0.00 0.00
H -0.044 -6.041 3.213 0.00 0.00 0.00
H 0.047 -7.861 1.542 0.01 0.00 0.00
H 0.670 -7.352 -0.800 0.00 0.00 0.00
H 1.174 -5.029 -1.465 0.00 -0.01 0.00
C -5.461 0.208 2.132 -0.03 -0.01 -0.02
S -4.050 0.376 1.054 0.05 0.19 0.14
O -4.588 0.425 -0.294 0.01 0.02 -0.04
O -3.391 1.619 1.477 -0.01 -0.05 -0.05
O -3.212 -0.794 1.332 -0.03 -0.05 -0.05
H -6.024 1.139 2.108 -0.01 -0.01 -0.02
H -5.107 0.002 3.139 0.00 0.03 0.01
H -6.071 -0.615 1.765 0.00 -0.02 0.03